1.
ORCA calculation (wB97M-V/def2-TZVPD) on a cluster of 2 separate species, C3H5I3Si in total.

Output
E_tot: -1299.74666 Ha
ΔE to the lowest compared entry with this formula, charge and spin: 606.5 kJ/mol
HOMO (spin up / spin down): -9.35 / -8.61 eV

Positions of all 12 atoms, in Å:
1 C -0.942 0.214 -0.557
2 C 0.638 -0.792 0.690
3 C -2.329 0.178 0.036
4 Si 2.220 -0.126 0.050
5 I 3.321 1.105 1.945
6 I 3.596 -2.177 -0.209
7 I 2.131 1.067 -2.139
8 H -0.866 0.347 -1.690
9 H 0.220 -0.585 1.577
10 H -2.429 -0.684 0.810
11 H -3.036 0.232 -0.876
12 H -2.525 1.221 0.363

Mulliken population analysis, charges in e, atoms 1 to 5:
1 C -0.2767
2 C -0.5401
3 C -0.7913
4 Si 0.3198
5 I -0.0871

***

2.
ORCA calculation (wB97M-V/def2-TZVPD) on a structure of composition C2H9N4.

Output
Charge: +1
E_tot: -300.33697 Ha
ΔE to the lowest compared entry with this formula, charge and spin: 216.2 kJ/mol
HOMO: -14.08 eV

Positions of all 15 atoms, in Å:
1 C 0.283 0.419 -0.344
2 C -0.964 -0.377 -0.074
3 N 1.634 -0.939 -0.103
4 N -0.810 -1.529 0.394
5 N -2.028 0.478 -0.229
6 N 0.797 1.430 0.455
7 H 0.475 0.685 -1.337
8 H 1.911 -1.405 -0.950
9 H 2.162 -0.225 0.454
10 H -1.686 -2.122 0.719
11 H 1.346 -1.678 0.482
12 H -1.744 1.341 -0.579
13 H -2.907 0.194 -0.436
14 H 0.721 1.418 1.499
15 H 0.811 2.311 0.049

Mulliken population analysis, charges in e, atoms 1 to 5:
1 C -0.2183
2 C 0.5302
3 N -0.5616
4 N -0.5695
5 N -0.3490

***

3.
ORCA calculation (wB97M-V/def2-TZVPD) on a structure of composition C33H36BF3FeO2.

Output
E_tot: -3017.51255 Ha
ΔE to the lowest compared entry with this formula, charge and spin: 254.4 kJ/mol
HOMO (spin up / spin down): -6.25 / -6.25 eV
Multiplicity: 5

Positions of all 76 atoms, in Å:
1 C 4.321 -3.390 3.005
2 C 3.167 -2.659 2.317
3 C 3.728 -1.708 1.279
4 C 2.052 -3.708 1.767
5 C 1.125 -3.059 0.739
6 C 2.620 -4.994 1.190
7 O 1.319 -4.007 2.927
8 B 1.399 -2.807 3.737
9 C -0.075 -2.044 3.715
10 C -1.232 -2.798 3.590
11 C -2.483 -2.165 3.573
12 C -2.539 -0.784 3.699
13 C -3.878 -0.096 3.693
14 F -3.877 1.041 4.455
15 F -4.245 0.278 2.422
16 F -4.877 -0.897 4.173
17 C -1.388 -0.021 3.801
18 C -0.140 -0.661 3.812
19 C 1.747 -3.296 5.297
20 C 2.626 -2.460 6.169
21 C 1.172 -2.588 6.472
22 O 2.437 -1.917 3.264
23 H 4.952 -3.889 2.261
24 H 4.939 -2.662 3.543
25 H 3.962 -4.135 3.728
26 H 4.224 -2.273 0.480
27 H 2.939 -1.078 0.850
28 H 4.473 -1.061 1.759
29 H 1.638 -2.919 -0.220
30 H 0.261 -3.714 0.571
31 H 0.747 -2.088 1.092
32 H 3.266 -4.762 0.334
33 H 3.192 -5.549 1.942
34 H 1.792 -5.621 0.840
35 H -1.189 -3.885 3.497
36 H -3.386 -2.755 3.466
37 H -1.437 1.060 3.878
38 H 0.765 -0.057 3.892
39 H 1.872 -4.379 5.397
40 H 3.311 -2.961 6.857
41 H 2.981 -1.506 5.776
42 H 0.540 -1.724 6.270
43 H 0.914 -3.165 7.362
44 C 3.418 0.772 -4.171
45 C 2.017 0.982 -3.834
46 C 1.223 0.697 -5.020
47 C 2.133 0.312 -6.087
48 C 3.489 0.359 -5.563
49 Fe 2.344 -0.850 -4.499
50 C 2.672 -2.685 -5.159
51 C 3.507 -2.376 -4.007
52 C 2.651 -1.973 -2.923
53 C 1.248 -2.092 -3.347
54 C 0.111 -1.815 -2.519
55 C -1.201 -2.243 -2.873
56 C -2.348 -1.503 -2.456
57 C -3.633 -1.955 -2.726
58 C -3.837 -3.160 -3.417
59 C -2.730 -3.896 -3.866
60 C -1.438 -3.436 -3.632
61 C 1.298 -2.477 -4.782
62 H 4.263 0.970 -3.517
63 H 1.636 1.375 -2.897
64 H 0.151 0.841 -5.113
65 H 1.851 0.111 -7.116
66 H 4.399 0.194 -6.132
67 H 3.032 -3.080 -6.108
68 H 4.587 -2.502 -3.952
69 H 2.929 -1.740 -1.898
70 H 0.239 -1.061 -1.739
71 H -2.183 -0.572 -1.909
72 H -4.493 -1.371 -2.392
73 H -4.847 -3.519 -3.613
74 H -2.881 -4.835 -4.402
75 H -0.587 -4.024 -3.982
76 H 0.421 -2.685 -5.382

Mulliken population analysis, charges in e, atoms 1 to 5:
1 C -2.0667
2 C 1.6546
3 C -1.7488
4 C 2.2363
5 C -1.7702

***

4.
ORCA calculation (wB97M-V/def2-TZVPD) on a cluster of 9 separate species, C46H59F25N2O22P2 in total.

Output
E_tot: -6732.23987 Ha
HOMO: -9.42 eV

Positions of all 156 atoms, in Å:
1 N -1.841 1.725 4.286
2 P -0.304 1.423 4.586
3 O 0.142 2.398 5.934
4 O -0.123 -0.233 5.019
5 C 0.850 1.803 3.092
6 P 2.565 1.559 3.869
7 O 3.399 2.862 3.705
8 O 0.506 3.157 2.703
9 C -0.582 3.164 1.745
10 O -1.475 4.024 1.693
11 C -0.478 1.846 0.796
12 C -1.993 1.254 0.715
13 C -2.008 -0.262 0.176
14 F -3.217 -0.598 -0.528
15 C -0.117 2.045 -0.750
16 C 0.290 3.698 -0.994
17 C 1.926 4.034 -0.805
18 O 1.149 3.990 -2.205
19 C 0.469 0.978 1.749
20 C 1.564 0.052 1.063
21 C 2.836 0.672 0.463
22 C 3.970 -0.104 -0.278
23 C 3.652 -1.646 -0.352
24 C 2.329 -2.086 0.299
25 N 1.330 -1.344 0.974
26 H -2.133 2.442 4.981
27 H 0.390 3.273 5.533
28 H -0.972 -0.468 5.480
29 H 2.407 1.327 5.294
30 H 3.257 0.412 3.361
31 H -2.524 1.396 1.718
32 H -2.585 1.872 -0.059
33 H -1.079 -0.531 -0.445
34 H -1.971 -0.940 1.113
35 H -0.972 1.834 -1.476
36 H 0.789 1.464 -1.122
37 H -0.490 4.523 -0.612
38 H 2.682 3.300 -1.246
39 H 2.194 5.124 -0.581
40 H -0.250 0.182 2.192
41 H 2.958 1.812 0.557
42 H 4.888 0.376 -0.740
43 H 4.374 -2.384 -0.872
44 H 2.107 -3.216 0.207
45 C -7.753 -0.582 5.325
46 C -6.621 0.407 5.518
47 O -5.586 -0.161 6.337
48 C -4.718 -0.980 5.706
49 O -4.772 -1.252 4.536
50 C -3.647 -1.469 6.676
51 F -4.160 -1.873 7.857
52 F -2.746 -0.500 6.962
53 F -2.944 -2.512 6.196
54 H -8.129 -0.930 6.291
55 H -8.576 -0.122 4.772
56 H -7.420 -1.465 4.776
57 H -6.990 1.289 6.047
58 H -6.216 0.750 4.562
59 C -1.341 -1.621 9.225
60 C -1.489 -1.607 10.733
61 O -1.101 -2.872 11.293
62 C 0.224 -3.062 11.458
63 O 1.067 -2.253 11.163
64 C 0.492 -4.419 12.103
65 F -0.231 -5.410 11.542
66 F 0.184 -4.417 13.418
67 F 1.782 -4.791 12.013
68 H -1.897 -2.456 8.793
69 H -1.711 -0.691 8.794
70 H -0.297 -1.747 8.931
71 H -2.538 -1.455 10.998
72 H -0.921 -0.790 11.187
73 C 5.080 -2.396 9.151
74 C 4.391 -1.049 9.255
75 O 4.993 -0.100 8.358
76 C 4.592 -0.168 7.073
77 O 3.787 -0.960 6.654
78 C 5.266 0.923 6.245
79 F 6.588 1.023 6.494
80 F 4.739 2.139 6.494
81 F 5.144 0.717 4.918
82 H 6.155 -2.291 9.315
83 H 4.677 -3.092 9.890
84 H 4.949 -2.832 8.158
85 H 4.517 -0.650 10.264
86 H 3.317 -1.130 9.072
87 C 4.159 -8.562 -0.798
88 C 4.989 -7.365 -0.378
89 O 5.100 -6.422 -1.456
90 C 4.051 -5.592 -1.625
91 O 3.058 -5.608 -0.944
92 C 4.322 -4.615 -2.766
93 F 4.838 -5.218 -3.856
94 F 5.205 -3.656 -2.406
95 F 3.213 -3.976 -3.180
96 H 4.568 -9.013 -1.706
97 H 4.143 -9.316 -0.007
98 H 3.130 -8.273 -1.021
99 H 6.004 -7.688 -0.138
100 H 4.583 -6.886 0.517
101 C 0.947 4.442 -5.841
102 C 0.061 3.514 -6.647
103 O -1.293 3.562 -6.167
104 C -2.039 4.597 -6.604
105 O -1.639 5.456 -7.346
106 C -3.461 4.494 -6.059
107 F -3.493 4.195 -4.744
108 F -4.172 3.530 -6.686
109 F -4.158 5.636 -6.202
110 H 0.874 4.213 -4.774
111 H 1.990 4.342 -6.152
112 H 0.648 5.485 -5.964
113 H 0.402 2.483 -6.523
114 H 0.104 3.741 -7.715
115 C -7.122 3.182 -8.882
116 C -7.117 2.879 -7.397
117 O -8.455 2.668 -6.919
118 C -8.971 1.440 -7.133
119 O -8.388 0.547 -7.691
120 C -10.372 1.339 -6.534
121 F -11.136 2.413 -6.821
122 F -10.334 1.245 -5.187
123 F -11.048 0.262 -6.974
124 H -7.781 4.026 -9.100
125 H -6.114 3.423 -9.229
126 H -7.491 2.332 -9.459
127 H -6.719 3.736 -6.849
128 H -6.480 2.023 -7.161
129 C -2.572 -1.311 -4.685
130 C -1.391 -2.208 -4.368
131 O -0.180 -1.666 -4.921
132 C 0.410 -0.691 -4.202
133 O -0.016 -0.264 -3.162
134 C 1.705 -0.243 -4.871
135 F 1.562 -0.059 -6.199
136 F 2.693 -1.150 -4.715
137 F 2.173 0.917 -4.376
138 H -2.645 -1.139 -5.762
139 H -3.503 -1.763 -4.336
140 H -2.465 -0.332 -4.212
141 H -1.538 -3.186 -4.832
142 H -1.288 -2.373 -3.292
143 C 4.804 -0.758 -8.569
144 C 5.632 0.436 -8.139
145 O 5.749 1.384 -9.209
146 C 4.697 2.213 -9.375
147 O 3.701 2.188 -8.697
148 C 4.970 3.201 -10.506
149 F 5.493 2.606 -11.598
150 F 5.847 4.157 -10.134
151 F 3.859 3.839 -10.916
152 H 5.215 -1.207 -9.477
153 H 4.783 -1.515 -7.782
154 H 3.777 -0.466 -8.795
155 H 6.646 0.111 -7.894
156 H 5.221 0.909 -7.244

Mulliken population analysis, charges in e, atoms 1 to 5:
1 N -0.6227
2 P 0.8023
3 O -0.4898
4 O -0.5047
5 C 0.2920

***

5.
ORCA calculation (wB97M-V/def2-TZVPD) on a cluster of 16 separate species, BF4H30O15 in total.

Output
Charge: -1
E_tot: -1571.24607 Ha
ΔE to the lowest compared entry with this formula, charge and spin: 80.6 kJ/mol
HOMO: -7.06 eV

Positions of all 50 atoms, in Å:
1 B 0.181 0.473 0.293
2 F 1.233 1.093 0.780
3 F -0.314 -0.587 1.070
4 F -0.893 1.351 0.055
5 F 0.593 -0.122 -0.849
6 O -2.861 2.227 1.548
7 H -3.044 2.221 2.506
8 H -1.927 2.121 1.484
9 O -3.066 1.288 -1.613
10 H -3.230 0.641 -0.948
11 H -2.119 1.435 -1.609
12 O 1.286 -3.137 2.879
13 H 1.430 -2.198 2.885
14 H 1.433 -3.485 3.777
15 O -1.941 -2.536 0.714
16 H -1.772 -3.035 1.550
17 H -1.076 -2.078 0.763
18 O 2.446 0.899 -2.945
19 H 1.990 0.051 -3.009
20 H 3.165 0.947 -3.615
21 O 0.106 2.342 2.774
22 H 0.597 1.913 2.057
23 H -0.126 1.747 3.462
24 O -0.905 -2.682 -2.014
25 H -0.630 -3.496 -2.342
26 H -0.696 -2.818 -1.075
27 O -3.811 -0.588 0.798
28 H -3.153 -1.346 0.849
29 H -3.456 0.111 1.339
30 O 3.675 0.203 -0.466
31 H 4.526 0.586 -0.507
32 H 3.165 0.385 -1.265
33 O 2.236 3.316 -1.042
34 H 2.293 2.414 -1.433
35 H 1.602 3.274 -0.362
36 O 1.517 -1.794 -3.070
37 H 0.983 -2.002 -2.315
38 H 2.443 -2.001 -2.857
39 O -0.370 2.629 -2.380
40 H -0.433 1.649 -2.499
41 H -0.061 2.707 -1.470
42 O -0.783 0.138 -3.387
43 H -0.627 -0.502 -2.733
44 H -1.699 0.022 -3.627
45 O -1.472 -1.110 3.215
46 H -0.915 -0.741 2.477
47 H -2.358 -1.118 2.906
48 O 2.342 -0.657 2.986
49 H 2.202 -0.261 3.849
50 H 2.293 0.110 2.417

Mulliken population analysis, charges in e, atoms 1 to 5:
1 B 0.2838
2 F -0.5744
3 F 0.1742
4 F -0.5357
5 F 0.7071

***

6.
ORCA calculation (wB97M-V/def2-TZVPD) on a cluster of 2 separate species, C2HCl4O4 in total.

Output
E_tot: -2218.30054 Ha
ΔE to the lowest compared entry with this formula, charge and spin: 10.1 kJ/mol
HOMO (spin up / spin down): -10.86 / -10.89 eV
Multiplicity: 2

Positions of all 11 atoms, in Å:
1 C 1.193 -0.282 -0.155
2 C -0.277 0.275 0.016
3 O -0.480 0.111 1.198
4 O -2.926 0.846 1.369
5 O -3.207 -0.339 1.137
6 Cl -0.402 2.039 -0.746
7 Cl -1.375 -0.730 -1.285
8 O 1.542 -0.110 -1.420
9 Cl 2.275 0.628 1.019
10 Cl 1.185 -2.037 0.375
11 H 2.473 -0.401 -1.509

Mulliken population analysis, charges in e, atoms 1 to 5:
1 C 0.3673
2 C 0.3096
3 O -0.1827
4 O -0.0150
5 O 0.0166

***

7.
ORCA calculation (wB97M-V/def2-TZVPD) on a cluster of 2 separate species, C2H10N3O in total.

Output
Charge: +1
E_tot: -321.49869 Ha
ΔE to the lowest compared entry with this formula, charge and spin: 69.2 kJ/mol
HOMO: -14.67 eV

Positions of all 16 atoms, in Å:
1 C -0.381 -0.390 2.076
2 N -0.857 -0.276 0.689
3 C -0.192 -0.688 -0.390
4 N -0.981 -0.955 -1.462
5 N 1.131 -0.696 -0.518
6 H -1.157 -0.154 2.797
7 H 0.403 0.348 2.241
8 H -0.029 -1.410 2.273
9 H -1.832 -0.052 0.576
10 H -1.956 -1.022 -1.235
11 H -0.495 -1.334 -2.255
12 H 1.507 -0.991 -1.402
13 H 1.551 -0.021 0.111
14 H 1.173 2.705 -1.220
15 H 1.578 2.838 0.239
16 O 0.944 2.404 -0.328

Mulliken population analysis, charges in e, atoms 1 to 5:
1 C -0.9387
2 N -0.2059
3 C 0.7713
4 N -0.4200
5 N -0.3705

***

8.
ORCA calculation (wB97M-V/def2-TZVPD) on a structure of composition C3H6N2OS.

Output
E_tot: -700.72003 Ha
ΔE to the lowest compared entry with this formula, charge and spin: 444.2 kJ/mol
HOMO: -9.14 eV

Positions of all 13 atoms, in Å:
1 C 0.430 -1.554 0.324
2 C -0.369 -0.510 -0.496
3 C 0.742 1.057 0.779
4 H 0.463 -2.672 -0.324
5 H 1.568 -1.362 0.828
6 H -0.427 -1.694 1.370
7 H -1.722 -0.179 -1.538
8 H -0.461 2.891 -0.426
9 H 1.207 0.131 1.158
10 N -1.378 -1.023 -1.246
11 N -0.265 0.765 -0.208
12 O 1.082 2.199 1.018
13 S -0.870 1.949 -1.239

Mulliken population analysis, charges in e, atoms 1 to 5:
1 C -0.9776
2 C 0.5806
3 C 0.1728
4 H 0.2815
5 H 0.3732

***

9.
ORCA calculation (wB97M-V/def2-TZVPD) on the ion C21H17F3N with charge +1.

Output
Charge: +1
E_tot: -1164.40585 Ha
ΔE to the lowest compared entry with this formula, charge and spin: 527.3 kJ/mol
HOMO: -12.37 eV

Positions of all 42 atoms, in Å:
1 C 0.126 -2.078 -1.486
2 N -0.362 -1.525 -0.228
3 C -0.150 -2.355 0.788
4 C 0.223 -1.882 2.074
5 C -0.532 -2.337 3.180
6 C -0.130 -2.031 4.471
7 C 0.976 -1.211 4.693
8 C 1.693 -0.699 3.615
9 C 1.289 -0.977 2.312
10 C -0.188 0.273 -0.495
11 C -1.566 0.687 -1.114
12 C -2.564 -0.319 -1.159
13 C -3.877 -0.019 -1.583
14 C -4.239 1.273 -1.927
15 C -3.267 2.248 -1.890
16 F -3.585 3.564 -2.173
17 C -1.941 1.979 -1.534
18 C 1.069 1.077 -1.041
19 C 1.102 2.470 -1.333
20 C 2.293 3.063 -1.788
21 F 2.299 4.414 -2.142
22 C 3.491 2.323 -1.890
23 C 3.432 0.996 -1.475
24 F 4.600 0.256 -1.454
25 C 2.264 0.367 -1.082
26 H 0.988 -1.524 -1.895
27 H 0.339 -3.105 -1.268
28 H -0.624 -2.070 -2.258
29 H -0.295 -3.483 0.737
30 H -1.365 -2.991 2.962
31 H -0.672 -2.458 5.303
32 H 1.294 -0.952 5.709
33 H 2.580 -0.096 3.777
34 H 1.868 -0.593 1.476
35 H -0.162 0.297 0.625
36 H -2.300 -1.345 -0.882
37 H -4.604 -0.826 -1.636
38 H -5.237 1.533 -2.210
39 H -1.207 2.793 -1.553
40 H 0.234 3.158 -1.171
41 H 4.398 2.784 -2.244
42 H 2.309 -0.679 -0.810

Mulliken population analysis, charges in e, atoms 1 to 5:
1 C -1.1416
2 N 0.1167
3 C -0.3824
4 C 0.2143
5 C -0.4329